Run one
Molecular formula: C14H16
Method: DFT, ωB97M-V with the def2-TZVPD basis set

```
! RIJCOSX wB97M-V def2-TZVPD def2/J DEFGRID3
* xyz 1 2
C -0.2184 -5.0829 0.5194
C -2.3692 -1.7619 -1.1484
C -1.8672 -2.7794 -1.9565
C -2.0893 -1.8105 0.2222
C -1.0277 -3.7314 -1.3669
C -1.4152 -2.8756 0.8085
C -0.9793 -3.9035 0.0110
H -2.8780 -0.9110 -1.5808
H -1.9962 -2.7064 -3.0306
H -2.3971 -1.0121 0.8969
H -0.6955 -4.5285 -2.0339
H -1.5038 -2.9926 1.8871
H -0.8286 -5.9835 0.7013
H 0.4280 -4.7907 1.3446
H 0.3877 -5.5528 -0.2572
C 0.5457 4.0115 2.4520
C 1.8904 2.4441 -1.2856
C 2.5030 2.0721 -0.0485
C 0.9998 3.5238 -1.2720
C 2.2128 2.6221 1.1485
C 0.6015 3.9858 -0.0529
C 1.1442 3.5813 1.2182
H 2.2481 2.0590 -2.2340
H 3.1478 1.2174 -0.2461
H 0.4692 3.8701 -2.1515
H 2.7785 2.4223 2.0478
H -0.1073 4.8109 -0.0157
H 0.3347 5.0830 2.5539
H 1.0210 3.7747 3.3979
H -0.4065 3.4302 2.5629
*
```

Calculated values
* LUMO (alpha / beta): -4.5 / -8.2 eV
* HOMO-LUMO gap (alpha / beta): 0.2393 / 0.1029 hartree

***

Run two
Molecular formula: C14H16
Method: DFT, ωB97M-V with the def2-TZVPD basis set

```
! RIJCOSX wB97M-V def2-TZVPD def2/J DEFGRID3
* xyz 1 2
C 0.7162 -3.8263 1.2632
C 0.6789 -1.3034 1.0289
C 0.1001 -2.5334 1.5980
C 0.2033 -0.1131 1.4766
C -0.8764 -0.0032 2.3669
C -0.9445 -2.4222 2.5053
C -1.4904 -1.1805 2.8246
H 1.5554 -1.4092 0.4047
H 0.5277 0.8784 1.1951
H 0.1931 -4.7159 1.5952
H 1.7863 -3.8246 1.4895
H -1.3016 0.9144 2.7456
H -1.2866 -3.3611 2.9141
H -2.3923 -1.1706 3.4260
H 0.7315 -3.9364 0.1595
C -1.2575 2.5106 -0.1858
C -0.2447 0.6723 -1.6637
C -0.2877 1.9993 -1.1886
C 0.6045 0.3373 -2.7082
C 1.4440 1.2861 -3.2822
C 0.5089 2.9648 -1.8386
C 1.3514 2.6135 -2.8473
H -1.0002 0.0538 -1.1959
H 0.7108 -0.6400 -3.1642
H -2.1288 2.9008 -0.7183
H -0.8592 3.3831 0.3415
H 2.1094 0.9622 -4.0686
H 0.4383 3.9830 -1.4720
H 1.9257 3.2437 -3.5262
H -1.5159 1.7364 0.5249
*
```

Calculated values
* LUMO (alpha / beta): -4.3 / -8.2 eV
* HOMO-LUMO gap (alpha / beta): 0.2701 / 0.1249 hartree

***

Run three
Molecular formula: C14H16
Method: DFT, ωB97M-V with the def2-TZVPD basis set

```
! RIJCOSX wB97M-V def2-TZVPD def2/J DEFGRID3
* xyz 1 2
C -4.4635 2.1960 0.4070
C -0.5805 0.5553 -0.0038
C -0.7775 1.6339 0.8895
C -1.6339 0.0564 -0.8196
C -2.0331 2.1624 1.0370
C -2.8733 0.6016 -0.7078
C -3.0956 1.6536 0.2374
H 0.3754 0.0489 0.0645
H 0.0223 2.0923 1.4476
H -1.3605 -0.6805 -1.5614
H -2.1756 2.9350 1.7800
H -3.6935 0.2849 -1.3233
H -4.9934 1.5646 1.1113
H -5.0159 2.1499 -0.5370
H -4.4929 3.2258 0.7417
C 1.1587 -3.0643 -0.7915
C 2.0883 -1.9528 -0.3558
C 2.0722 -1.4959 0.9706
C 2.9496 -1.3571 -1.2622
C 2.7453 -0.3233 1.2839
C 3.6881 -0.2206 -0.9279
C 3.5560 0.3077 0.3471
H 0.6875 -2.8358 -1.7356
H 0.3748 -3.2171 -0.0509
H 1.4208 -2.0074 1.6675
H 3.0999 -1.7633 -2.2530
H 2.8319 0.0350 2.2959
H 4.3326 0.2331 -1.6673
H 4.0964 1.1928 0.6354
H 1.6893 -4.0113 -0.9193
*
```

Calculated values
* LUMO (alpha / beta): -4.1 / -8.0 eV
* HOMO-LUMO gap (alpha / beta): 0.2841 / 0.1434 hartree

***

Pick run three: it beats the second-best structure by 0.668 eV.

***

Run one
Molecular formula: C3H11N3O
Method: DFT, ωB97M-V with the def2-TZVPD basis set

```
! RIJCOSX wB97M-V def2-TZVPD def2/J DEFGRID3
* xyz 0 1
C 1.6981 0.3282 -1.5661
N 1.8457 0.3716 -0.0912
C 0.9515 -0.1319 0.7421
N 1.0402 -0.1669 2.0610
H 2.3161 -0.4819 -1.9821
H 1.9822 1.2961 -1.9820
H 0.6386 0.1134 -1.7957
H 2.7465 0.7636 0.2979
H -0.0152 -0.5018 0.3915
H 1.6921 0.3487 2.6075
H 0.1601 -0.4898 2.4811
N -1.6944 0.3721 -0.7810
C -2.2314 -0.6702 0.1783
O -1.4005 -0.8973 1.2451
H -1.8125 1.2730 -0.2827
H -2.2851 0.4027 -1.6033
H -3.2473 -0.3311 0.5136
H -2.3847 -1.5984 -0.4342
*
```

Calculated values
* LUMO: 0.5 eV
* HOMO-LUMO gap: 0.2699 hartree

***

Run two
Molecular formula: C3H11N3O
Method: DFT, ωB97M-V with the def2-TZVPD basis set

```
! RIJCOSX wB97M-V def2-TZVPD def2/J DEFGRID3
* xyz 0 1
C 1.0384 -0.6781 0.0611
C 0.3252 -0.8303 1.4029
C 0.4667 1.6696 -0.6824
N 0.3322 0.2755 -0.9829
N -1.3248 -0.8218 -2.1765
N -0.0760 0.4853 1.9391
O -1.0557 -0.0458 -1.0238
H -1.2412 -1.8390 -2.0679
H -2.3195 -0.7331 -2.3658
H -0.2870 0.4026 2.9259
H -0.9573 0.7529 1.5077
H 2.0081 -0.1993 0.2057
H 1.1771 -1.6560 -0.4066
H -0.5455 -1.4885 1.2805
H 1.0133 -1.2846 2.1224
H 1.4613 1.9916 -0.9892
H 0.2704 1.7649 0.4833
H -0.2856 2.2340 -1.2335
*
```

Calculated values
* LUMO: 1.0 eV
* HOMO-LUMO gap: 0.3363 hartree
* structure (SMILES): CN(CCN)ON

***

Pick run one: it beats the second-best structure by 2.148 eV.

***

Run one
Molecular formula: C3H11N3O
Method: DFT, ωB97M-V with the def2-TZVPD basis set

```
! RIJCOSX wB97M-V def2-TZVPD def2/J DEFGRID3
* xyz 0 1
N 0.5520 -1.0474 -1.1823
C 1.5056 -1.4879 -0.2057
O 1.6275 -2.9101 -0.2408
H 0.8742 -1.2908 -2.1126
H -0.3227 -1.5478 -1.0353
H 2.4723 -1.0286 -0.4266
H 1.1618 -1.1616 0.7784
H 2.2290 -3.1856 0.4588
C 0.2648 2.6493 0.0839
N -0.6700 1.5631 -0.1174
C -1.6476 1.3140 0.7930
N -2.2100 0.1729 0.8933
H 0.7014 2.9396 -0.8705
H -0.2625 3.5112 0.4884
H 1.0819 2.3903 0.7661
H -0.3287 0.7235 -0.5829
H -1.9155 2.1817 1.4060
H -2.9413 0.2105 1.5952
*
```

Calculated values
* LUMO: 0.9 eV
* HOMO-LUMO gap: 0.3479 hartree
* structure (SMILES): [H]/N=C/NC.NCO

***

Run two
Molecular formula: C3H11N3O
Method: DFT, ωB97M-V with the def2-TZVPD basis set

```
! RIJCOSX wB97M-V def2-TZVPD def2/J DEFGRID3
* xyz 0 1
C 1.2233 0.2430 -0.1216
C -0.0465 -0.3888 -0.6761
C 1.6342 -0.2845 1.2412
N -1.1334 0.4824 -0.1845
N -2.3452 0.3465 -0.9227
N -1.3687 0.2957 1.1879
O 2.3127 -0.1288 -1.0511
H 2.1972 0.3348 -1.8871
H 1.1335 1.3367 -0.1078
H -2.5208 -0.6251 -1.1938
H -2.2921 0.9188 -1.7584
H -1.9538 1.0581 1.5138
H -1.8547 -0.5884 1.3670
H -0.1602 -1.4301 -0.3401
H -0.0499 -0.3337 -1.7683
H 2.6165 0.1056 1.4936
H 0.9112 0.0274 1.9882
H 1.6968 -1.3697 1.2199
*
```

Calculated values
* LUMO: 0.9 eV
* HOMO-LUMO gap: 0.3663 hartree
* structure (SMILES): C[C@@H](O)CN(N)N

***

Pick run one: it beats the second-best structure by 1.622 eV.

***

Run one
Molecular formula: CH14O5
Method: DFT, ωB97M-V with the def2-TZVPD basis set

```
! RIJCOSX wB97M-V def2-TZVPD def2/J DEFGRID3
* xyz 0 1
C -0.9874 2.1507 -1.4525
H -1.2483 3.1857 -1.6850
H 0.0760 2.0595 -1.6727
H -1.4858 1.4010 -2.0580
H -1.2495 2.0926 -0.3985
H 0.5957 -0.7853 -0.6240
H -0.2976 -1.9653 -0.4144
O -0.3310 -1.0025 -0.4717
H 0.9343 1.3378 2.0719
H 1.8123 2.4524 1.4611
O 1.7066 1.4996 1.5113
H -1.6577 -2.0907 -1.6529
H -2.8716 -2.6183 -2.4206
O -2.0874 -2.9069 -1.9464
H -1.5866 0.7303 2.9575
H -0.9027 2.1265 3.1032
O -1.0685 1.3983 2.4983
H 2.7608 -0.3834 -0.0472
H 3.5236 -1.6585 0.0797
O 2.7477 -1.2985 -0.3564
*
```

Calculated values
* LUMO: 0.4 eV
* HOMO-LUMO gap: 0.4205 hartree
* structure (SMILES): C.O.O.O.O.O

***

Run two
Molecular formula: CH14O5
Method: DFT, ωB97M-V with the def2-TZVPD basis set

```
! RIJCOSX wB97M-V def2-TZVPD def2/J DEFGRID3
* xyz 0 1
C 1.2752 1.1493 1.8309
H 1.2403 2.1585 1.7747
H 1.5746 0.6084 0.8252
H 0.3275 1.0228 2.2470
H 2.0943 0.8862 2.6219
H 0.1528 -0.1616 -0.6554
H -0.5863 0.1304 -2.0313
O -0.5575 0.3845 -1.1434
H -2.0038 -2.1689 -1.4532
H -1.7276 -2.0577 -0.0346
O -1.3414 -2.3627 -0.8687
H 1.3842 2.8255 -0.7048
H 0.6087 1.6164 -1.1832
O 1.4284 2.0740 -1.1313
H -3.2074 -0.6112 1.1199
H -2.5491 0.1278 -0.0609
O -3.0993 -0.6223 0.2375
H 1.0300 -2.1121 -0.6177
H 2.4275 -1.5498 -0.5010
O 1.5288 -1.3374 -0.2714
*
```

Calculated values
* LUMO: 0.5 eV
* HOMO-LUMO gap: 0.4076 hartree
* structure (SMILES): C.O.O.O.O.O

***

Run three
Molecular formula: CH14O5
Method: DFT, ωB97M-V with the def2-TZVPD basis set

```
! RIJCOSX wB97M-V def2-TZVPD def2/J DEFGRID3
* xyz 0 1
C -3.0197 3.7205 1.2515
H -2.5211 4.4891 1.8540
H -4.0720 3.9768 1.3313
H -2.4997 3.7928 0.3003
H -2.8671 2.7288 1.6687
H 2.1672 -2.5676 -0.1487
H 2.7567 -3.1626 1.1187
O 2.8065 -2.3814 0.5411
H -1.9973 -1.6051 0.4752
H -1.1837 -0.6408 -0.3283
O -1.3324 -1.5925 -0.1940
H 3.8558 -0.4811 -0.6794
H 3.0207 0.0558 0.3780
O 3.4112 0.3308 -0.4470
H 0.0057 1.6405 -1.5813
H 0.8142 0.9347 -0.4746
O 0.0134 0.8855 -0.9747
H -0.0625 -2.8951 -0.8252
H 0.1616 -3.6677 -2.0787
O 0.5426 -3.5616 -1.1868
*
```

Calculated values
* LUMO: 0.5 eV
* HOMO-LUMO gap: 0.4332 hartree
* structure (SMILES): C.O.O.O.O.O

***

Pick run three: it beats the second-best structure by 0.341 eV.

***

Run one
Molecular formula: CH4N2O
Method: DFT, ωB97M-V with the def2-TZVPD basis set

```
! RIJCOSX wB97M-V def2-TZVPD def2/J DEFGRID3
* xyz 0 1
C 1.0062 0.6580 0.0663
N -0.3251 -0.0608 0.7637
N -1.3009 -0.4046 -0.1200
O 1.0019 -0.6640 0.4839
H 0.8957 0.8538 -0.9913
H 1.4757 1.3913 0.6993
H -1.7400 -1.2678 0.1910
H -1.0134 -0.5059 -1.0929
*
```

Calculated values
* LUMO: 1.1 eV
* HOMO-LUMO gap: 0.3961 hartree
* structure (SMILES): NN1CO1

***

Run two
Molecular formula: CH4N2O
Method: DFT, ωB97M-V with the def2-TZVPD basis set

```
! RIJCOSX wB97M-V def2-TZVPD def2/J DEFGRID3
* xyz 0 1
N 1.3673 -0.2021 -0.4954
C -1.0290 -0.2960 -0.0213
O 0.2687 0.2967 0.2619
N -1.9302 0.2256 0.6443
H 2.0415 -0.5676 0.1742
H 1.7778 0.5967 -0.9748
H -1.0675 -0.9811 -0.8570
H -1.4286 0.9277 1.2682
*
```

Calculated values
* LUMO: 1.1 eV
* HOMO-LUMO gap: 0.4156 hartree
* structure (SMILES): [H]/N=C\ON

***

Run three
Molecular formula: CH4N2O
Method: DFT, ωB97M-V with the def2-TZVPD basis set

```
! RIJCOSX wB97M-V def2-TZVPD def2/J DEFGRID3
* xyz 0 1
N 1.1392 -0.2855 -1.0376
C 0.3065 -0.7619 -0.2071
O -0.9207 1.2388 0.2298
N -0.7787 -0.1407 0.3355
H -0.1904 1.6987 0.6775
H 0.9420 0.6727 -1.3242
H -0.8572 -0.6038 1.2890
H 0.3593 -1.8183 0.0371
*
```

Calculated values
* LUMO: 0.7 eV
* HOMO-LUMO gap: 0.3799 hartree
* structure (SMILES): [H]/N=C\NO

***

Pick run three: it beats the second-best structure by 0.091 eV.

***

Run one
Molecular formula: CH4N2O
Method: DFT, ωB97M-V with the def2-TZVPD basis set

```
! RIJCOSX wB97M-V def2-TZVPD def2/J DEFGRID3
* xyz 0 1
C -0.0160 0.5379 0.0343
H 1.2466 -1.1375 0.0943
H 2.0485 0.3943 -0.1957
H -1.9976 0.1812 0.1685
H -1.1671 -1.2931 0.0007
N 1.1874 -0.1084 -0.0017
N -1.1323 -0.3026 -0.0785
O -0.1695 1.7282 -0.0218
*
```

Calculated values
* LUMO: 0.8 eV
* HOMO-LUMO gap: 0.4005 hartree
* structure (SMILES): NC(N)=O

***

Run two
Molecular formula: CH4N2O
Method: DFT, ωB97M-V with the def2-TZVPD basis set

```
! RIJCOSX wB97M-V def2-TZVPD def2/J DEFGRID3
* xyz 0 1
C -0.1283 -0.9959 0.0876
H 0.7070 1.8195 0.4183
H -1.0231 0.3395 1.3890
H -0.4867 -1.8336 0.6711
H 0.5992 -0.2275 -1.4794
N -0.2000 0.2506 0.7622
N 0.5009 -1.1176 -1.0682
O -0.1417 1.4933 0.0772
*
```

Calculated values
* LUMO: 0.8 eV
* HOMO-LUMO gap: 0.3807 hartree
* structure (SMILES): [H]/N=C\NO

***

Pick run one: it beats the second-best structure by 3.141 eV.